(1)
A single C4H8N2O molecule in a non-equilibrium geometry. Source: the Open Molecules 2025 dataset; level of theory: ωB97M-V/def2-TZVPD.

- LUMO energy (eV) = 0.77
- orbital gap (Eh) = 0.3714
- F_max (eV Å⁻¹) = 2.37
- SMILES string = [H]/N=C\[C@H](C)C(N)=O
- charge = 0
- ΔE to the lowest compared entry with this formula, charge and spin (kcal/mol) = 24.53
- E (eV) = -9305.329

Element x y z (Å)
1 N 0.48 -1.90 0.52
2 H 1.44 0.00 -1.36
3 H 0.15 -2.82 0.76
4 C -1.15 0.91 -0.69
5 H -2.57 0.94 0.59
6 C 0.06 0.51 0.23
7 H -0.84 1.10 -1.72
8 H 1.61 1.64 -0.73
9 H 0.01 1.19 1.09
10 N -2.31 1.19 -0.37
11 H 1.30 -1.82 -0.05
12 C -0.35 -0.85 0.75
13 C 1.42 0.61 -0.45
14 O -1.46 -1.00 1.24
15 H 2.22 0.28 0.20

(2)
A molecular structure, C58H89N2O4SbSeSi5TeTi in a non-equilibrium geometry. Source: the Open Molecules 2025 dataset; level of theory: ωB97M-V/def2-TZVPD.

- LUMO energy (spin up / spin down) (eV) = -2.57 / -2.36
- orbital gap (spin up / spin down) (Eh) = 0.2719 / 0.2794
- multiplicity = 2
- F_max (eV Å⁻¹) = 2.38
- charge = +1
- ΔE to the lowest compared entry with this formula, charge and spin (kcal/mol) = 12.51
- E (eV) = -214443.221

Element x y z (Å)
1 H 0.88 1.07 5.53
2 C -2.55 1.52 2.01
3 H 0.23 3.19 3.35
4 H 2.77 -3.00 -3.20
5 H -5.09 -3.89 -3.21
6 O -1.36 -2.09 1.39
7 H 4.38 -3.67 -2.97
8 H -4.30 -2.97 2.19
9 H 4.06 -0.95 -0.39
10 C 0.84 3.13 -5.86
11 O -1.22 1.16 1.60
12 H -3.79 0.21 -2.08
13 C -3.45 0.15 6.00
14 Si -0.59 -3.69 -1.91
15 H 1.70 -3.99 1.96
16 C -4.11 3.78 -0.97
17 H -4.53 3.00 -0.33
18 Si -2.40 -3.19 0.54
19 H 3.64 -2.79 6.33
20 H -4.57 -0.21 2.83
21 H 2.07 -1.09 -4.71
22 C 1.12 2.70 -3.52
23 H 1.17 3.09 -2.52
24 C -3.42 5.73 2.11
25 H -4.60 -1.95 0.79
26 C 1.77 1.67 5.69
27 H -2.56 0.55 -5.19
28 C -4.50 3.52 -3.40
29 H 5.97 1.70 -4.60
30 H 5.07 -1.82 3.70
31 H 1.49 2.50 6.33
32 C 2.19 2.59 -0.46
33 H 2.42 4.61 0.21
34 C 5.54 -1.59 -3.99
35 H 1.06 1.43 -7.12
36 H 1.12 2.68 -0.60
37 C -3.94 0.12 3.65
38 H 4.86 4.37 0.59
39 H 1.80 -4.05 -1.12
40 C 6.13 -0.43 -4.47
41 H -1.47 6.01 1.28
42 Si -3.41 -2.27 -2.30
43 H -5.18 -0.56 -2.82
44 H 6.02 -2.54 -4.15
45 C 0.86 -3.79 -0.65
46 H 2.14 -0.58 -6.39
47 H -0.98 -2.85 3.25
48 H 1.07 -4.69 3.45
49 C 1.34 1.35 -3.76
50 Si 2.52 2.34 4.06
51 H 3.72 -4.46 5.80
52 H 0.99 -3.97 -3.81
53 H -4.86 -3.68 0.70
54 H 5.90 2.15 0.36
55 Sb 1.78 -0.03 -2.07
56 O -2.96 -0.20 0.40
57 C 1.33 0.89 -5.08
58 H -4.17 2.79 -5.45
59 C -4.05 3.45 2.52
60 C 3.75 -2.82 -2.76
61 C -2.79 2.39 -2.57
62 H -5.07 -0.93 5.12
63 H 0.76 -1.70 4.30
64 Ti -1.31 -0.62 -0.21
65 H -3.65 6.78 2.14
66 H -3.21 4.18 -0.50
67 C -3.47 0.84 0.95
68 H -1.28 0.82 -3.97
69 H 3.46 1.53 1.93
70 C 2.91 3.67 0.03
71 C 4.31 0.83 -3.57
72 H 2.16 -0.71 4.61
73 C -4.43 -0.66 -2.04
74 C -1.26 -5.45 -2.27
75 H 0.62 3.81 -6.67
76 H -3.68 -1.70 -4.72
77 H -3.68 -0.16 7.01
78 H 3.87 0.43 3.20
79 H -1.98 -1.57 -4.29
80 C -4.65 -3.73 -2.24
81 C 0.17 -3.28 -3.61
82 C 4.55 -2.59 3.14
83 C 1.98 -4.36 2.95
84 C -1.90 3.94 1.57
85 H 0.72 4.64 -4.34
86 H 3.87 4.15 5.17
87 C 1.75 -1.46 3.94
88 C -1.48 -1.99 2.79
89 H 7.07 -0.49 -5.00
90 H -5.34 4.18 -3.40
91 H -1.88 -5.85 -1.47
92 C -2.82 3.01 2.03
93 H -1.27 2.09 4.31
94 H 3.83 1.79 -3.40
95 H 0.65 -4.56 0.09
96 C -2.87 0.97 3.40
97 C -4.23 -0.28 4.94
98 H 0.60 -1.02 -5.69
99 C 2.81 1.39 -0.77
100 C 4.27 3.53 0.25
101 C 1.07 1.80 -6.11
102 C 1.25 3.55 3.29
103 C -1.99 1.30 -4.65
104 C 5.51 0.78 -4.25
105 C 3.12 -3.55 5.75
106 C -2.37 0.99 5.76
107 H 2.48 1.06 6.23
108 H 5.20 -3.46 3.12
109 C 3.71 -0.33 -3.10
110 C 4.33 -1.55 -3.30
111 H 4.42 -2.24 2.12
112 C 3.06 1.02 2.79
113 C 4.86 2.29 0.10
114 H -2.12 -5.69 0.53
115 H -1.02 -1.06 3.13
116 C 4.80 -0.15 -0.33
117 H 4.52 3.78 3.58
118 H 1.48 3.75 2.25
119 H -0.46 -6.16 -2.44
120 C 4.09 3.34 4.48
121 H -1.43 1.91 -5.37
122 H 0.99 -2.84 -0.12
123 H -1.77 1.34 6.59
124 Te 1.63 -0.43 2.01
125 H 0.54 -2.27 -3.67
126 C -2.20 5.29 1.62
127 H -2.66 -5.14 2.09
128 C 1.55 -0.54 -5.48
129 N -2.87 2.14 -3.89
130 H 5.33 -0.26 0.61
131 H 5.52 -0.28 -1.14
132 C -3.92 2.83 -4.41
133 H 3.62 -2.74 -1.68
134 H 2.18 -3.76 6.24
135 H -5.46 -3.55 -1.55
136 H 2.61 -5.23 2.81
137 H -4.76 2.72 2.87
138 H -0.59 1.68 2.14
139 O -4.58 1.28 0.69
140 H -1.87 -5.44 -3.16
141 N -3.79 3.25 -2.27
142 C -2.88 -2.15 -4.14
143 H -0.98 -4.98 1.63
144 H -4.95 -0.64 -1.09
145 H -5.31 5.12 2.92
146 C 4.14 1.20 -0.38
147 H -0.96 3.63 1.13
148 C -1.89 -2.51 -1.16
149 Si 2.87 -3.01 3.95
150 H 1.28 4.50 3.82
151 C 0.88 3.59 -4.56
152 C -4.21 -2.91 1.11
153 H -2.73 -3.14 -4.54
154 Se -1.44 1.84 -1.40
155 C -4.35 4.80 2.55
156 C -1.99 -4.91 1.26
157 H -0.54 -3.43 -4.41
158 H 4.85 2.72 4.93
159 H -2.53 -1.98 3.10
160 H -4.84 4.58 -1.09
161 C -2.09 1.40 4.47
162 H -4.16 -4.65 -1.94

(3)
A molecular structure, C10H27NS5SbSi4TcTe. Source: the Open Molecules 2025 dataset; level of theory: ωB97M-V/def2-TZVPD.

- LUMO energy (eV) = -8.05
- orbital gap (Eh) = 0.2430
- F_max (eV Å⁻¹) = 0.90
- charge = +2
- ΔE to the lowest compared entry with this formula, charge and spin (kcal/mol) = 2.41
- E (eV) = -114002.232

Element x y z (Å)
1 Si -1.30 -2.40 -1.00
2 H -3.14 0.56 -1.58
3 C -0.26 -0.97 4.20
4 Sb 6.15 1.44 2.31
5 H -0.96 -0.61 4.96
6 H -1.01 1.12 -4.62
7 Si -0.21 -0.28 -0.68
8 C 0.60 1.92 3.44
9 H -1.10 -0.45 -3.83
10 C -2.98 -2.18 -1.77
11 H -2.96 -1.61 -2.70
12 C -1.41 -3.33 0.61
13 H -0.16 3.70 -1.34
14 Tc 3.98 0.37 0.51
15 N 1.61 2.81 0.40
16 S 5.36 2.20 0.23
17 H 0.95 -3.22 -1.71
18 C -1.62 0.44 1.80
19 H -3.23 2.03 -2.52
20 H -2.46 0.90 2.32
21 S 4.01 0.62 2.80
22 C 2.15 2.18 -0.41
23 H -1.95 -0.55 1.47
24 C -0.12 3.15 -2.28
25 Te 1.49 -0.88 1.12
26 H -0.05 2.29 4.24
27 C -0.04 -3.13 -2.17
28 S 2.87 1.15 -1.52
29 H 0.46 0.37 -4.00
30 H -1.66 -4.37 0.39
31 H 0.06 -2.57 -3.10
32 H 1.60 1.82 3.85
33 H -2.20 -2.95 1.26
34 C -2.68 1.54 -1.71
35 S 5.07 -1.24 0.02
36 H -0.47 -3.35 1.17
37 H -3.68 -1.71 -1.08
38 H 0.69 -1.18 4.70
39 H 0.90 3.15 -2.66
40 H -3.38 -3.17 -2.00
41 S 8.06 0.55 2.86
42 C -0.60 0.51 -3.80
43 H -0.73 3.70 -3.01
44 Si -0.89 1.47 -2.23
45 Si -0.11 0.32 2.90
46 H 0.62 2.66 2.64
47 H -0.66 -1.91 3.80
48 H -2.83 2.13 -0.81
49 H -0.36 -4.14 -2.44
50 H -1.40 1.11 0.95

(4)
A molecular structure, C42H46CaN6O2P2 in a non-equilibrium geometry. Source: the Open Molecules 2025 dataset; level of theory: ωB97M-V/def2-TZVPD.

- LUMO energy (eV) = -1.27
- orbital gap (Eh) = 0.2260
- F_max (eV Å⁻¹) = 6.24
- charge = 0
- E (eV) = -94347.962

Element x y z (Å)
1 C -1.97 -3.83 6.54
2 C -2.16 -2.78 5.62
3 C 6.15 -3.37 -2.62
4 C 0.90 2.60 1.77
5 C -0.04 -0.02 5.22
6 H 0.07 -3.38 -2.84
7 C -0.04 3.80 -2.91
8 C -0.34 -0.43 3.09
9 H -1.23 5.17 -4.21
10 C -4.45 1.55 6.82
11 C -1.58 -1.28 -1.94
12 H -1.65 -3.40 -1.43
13 H 1.81 3.19 2.03
14 C -0.53 4.35 -4.10
15 C 4.75 3.99 -4.33
16 C -3.83 2.77 7.15
17 C -1.60 -0.29 5.07
18 H -2.22 4.12 6.63
19 C 4.03 -3.88 -3.30
20 C -1.89 -1.47 6.03
21 H 5.73 -4.73 -4.39
22 C -2.67 3.13 6.47
23 P 2.47 -2.00 -1.73
24 H -2.49 -2.93 4.59
25 H 1.22 0.06 -3.03
26 H -1.58 -4.34 8.62
27 H -4.27 3.44 7.91
28 H 0.17 2.66 2.60
29 H 3.35 2.32 -4.84
30 H -4.34 -0.26 5.64
31 H 3.26 -1.26 -4.76
32 C -3.83 0.66 5.94
33 C -2.83 1.02 -2.12
34 C 3.20 -0.37 -2.08
35 H -2.51 2.06 -2.32
36 H -1.95 0.20 -0.30
37 H -4.45 1.09 -3.42
38 H -2.37 -0.42 3.00
39 C 5.02 4.58 -3.05
40 N 0.84 2.75 -3.22
41 H 1.44 1.85 -5.10
42 H -0.27 4.03 -1.88
43 H 3.16 -4.22 -3.83
44 O -0.15 -0.52 1.81
45 H -1.82 -0.16 7.71
46 H 5.76 5.35 -2.85
47 H -3.78 -0.40 -0.35
48 C -3.97 0.53 -2.62
49 C 0.66 -2.99 -3.67
50 H 7.23 -3.35 -2.55
51 C 1.49 -2.28 -5.66
52 H -4.47 -1.50 -3.01
53 N 3.39 3.00 -2.79
54 H 4.10 4.08 -1.06
55 H -5.74 -0.53 -2.37
56 P 2.01 2.03 -1.99
57 H 5.22 4.24 -5.28
58 O 0.56 0.17 6.28
59 H -1.13 2.51 5.05
60 H 5.42 -1.97 -1.02
61 H 3.43 0.06 -1.07
62 C 5.24 -2.68 -1.81
63 H 4.17 -0.53 -2.58
64 C -1.80 0.18 -1.40
65 H -1.85 -1.31 -3.01
66 H 0.43 2.95 0.85
67 N 0.61 -0.11 3.98
68 C 5.38 -4.12 -3.58
69 C -1.73 -2.24 8.35
70 C -1.74 -3.56 7.89
71 N 3.93 -3.00 -2.20
72 H -1.98 -4.86 6.20
73 C 2.23 0.50 -2.92
74 C 2.38 -1.89 -4.67
75 H -0.49 -1.47 -1.88
76 C 0.07 3.62 -5.18
77 C -3.50 -2.46 -0.81
78 C 4.17 3.95 -2.13
79 C -1.83 -1.21 7.41
80 C -2.51 0.91 5.51
81 C 0.88 2.64 -4.61
82 C -4.67 -0.73 -2.24
83 C -2.02 2.22 5.61
84 C -2.25 -2.48 -1.32
85 H -0.05 3.79 -6.25
86 H 2.60 0.62 -3.96
87 N -1.60 -0.62 3.65
88 H -0.82 0.70 -1.52
89 N 1.86 -2.30 -3.43
90 C 3.77 3.02 -4.13
91 H -5.41 1.31 7.28
92 H 1.60 -2.06 -6.71
93 C -4.35 -1.21 -0.80
94 H -1.60 -1.99 9.41
95 H -0.49 -3.37 -5.49
96 H -3.98 -3.39 -0.48
97 H -5.28 -1.33 -0.22
98 C 0.40 -2.96 -5.03
99 Ca 1.54 0.47 0.69

(5)
A molecular structure, C15H26BF7N2O4SSb in a non-equilibrium geometry. Source: the Open Molecules 2025 dataset; level of theory: ωB97M-V/def2-TZVPD.

- LUMO energy (eV) = 2.21
- orbital gap (Eh) = 0.2387
- F_max (eV Å⁻¹) = 1.42
- charge = -1
- E (eV) = -64218.419

Element x y z (Å)
1 O 3.76 0.02 1.14
2 Sb 2.50 0.79 -0.28
3 H -1.45 2.98 2.25
4 C -7.29 -2.74 -2.02
5 H -3.34 1.26 3.41
6 F 4.92 1.58 -3.99
7 H 3.34 -2.37 1.85
8 H 3.05 2.39 0.19
9 O 1.47 -1.57 -2.23
10 H -5.27 1.78 1.67
11 H -5.38 -1.24 1.63
12 H 5.61 -0.74 1.39
13 F 4.42 3.59 -1.73
14 F 4.26 -0.43 -2.50
15 C -7.42 -1.19 -0.61
16 H -3.24 -0.29 2.56
17 N -8.60 -1.36 -1.04
18 C -5.01 0.82 2.09
19 C -2.64 1.39 1.39
20 H 0.22 2.88 0.72
21 F 5.36 1.10 -1.43
22 H -4.63 -0.34 0.31
23 H -0.58 1.54 -0.07
24 H 4.07 -2.96 -0.76
25 H 1.36 -1.92 0.87
26 C 3.77 3.24 -2.83
27 B 1.71 -1.26 -0.93
28 C -0.19 1.89 0.89
29 N -8.51 -2.39 -2.00
30 C 0.95 0.97 1.30
31 H 5.02 -2.75 2.06
32 C -1.33 1.95 1.94
33 O 1.37 -2.25 -0.03
34 H 1.19 -2.49 -2.31
35 C 4.68 -0.98 0.85
36 H -1.05 1.38 2.82
37 C 4.29 -3.43 0.19
38 F 4.32 3.93 -3.86
39 C -5.36 -0.29 1.11
40 H -3.18 2.16 0.85
41 H -5.61 0.66 2.98
42 H 4.99 -1.08 -0.20
43 O -6.51 -2.03 -1.16
44 H 1.46 1.40 2.16
45 C 4.30 -2.40 1.34
46 S -7.05 0.04 0.56
47 C 3.87 1.72 -3.13
48 H 5.28 -3.86 0.10
49 F 2.50 3.63 -2.75
50 H 1.40 1.50 -1.46
51 C 4.13 0.80 -1.92
52 H 0.57 0.00 1.63
53 H -2.41 0.62 0.65
54 H -6.87 -3.51 -2.64
55 F 2.78 1.30 -3.78
56 H 3.54 -4.20 0.32
57 C -3.53 0.76 2.47

(6)
A single C11H12N2O2 molecule in a non-equilibrium geometry. Source: the Open Molecules 2025 dataset; level of theory: ωB97M-V/def2-TZVPD.

- LUMO energy (eV) = 0.75
- orbital gap (Eh) = 0.3153
- F_max (eV Å⁻¹) = 5.66
- SMILES string = N[C@@H](Cc1c[nH]c2ccccc12)C(=O)O
- charge = 0
- ΔE to the lowest compared entry with this formula, charge and spin (kcal/mol) = 50.18
- E (eV) = -18675.825

Element x y z (Å)
1 H 1.72 0.83 1.81
2 H 3.30 -1.60 1.56
3 C 1.97 -0.71 0.24
4 H -0.58 -2.09 0.25
5 H 1.30 -1.15 -0.53
6 H 0.80 -0.72 1.87
7 C -2.79 -1.93 -0.22
8 H 0.13 2.74 0.84
9 H -3.00 -2.94 -0.55
10 C -0.46 1.85 0.66
11 H -4.52 -1.42 -0.92
12 C -3.56 0.40 -0.51
13 C 1.11 0.11 1.24
14 C -1.46 -1.43 0.02
15 C -0.11 0.59 0.62
16 H -4.37 1.14 -0.45
17 H 2.98 -2.57 0.27
18 N 2.64 -1.84 0.85
19 C -2.31 0.78 -0.06
20 O 3.76 -0.25 -1.36
21 N -1.71 2.03 0.06
22 C -3.74 -0.95 -0.59
23 H -2.10 2.93 -0.24
24 O 2.77 1.46 -0.45
25 H 4.32 0.45 -1.71
26 C 2.79 0.31 -0.63
27 C -1.23 -0.11 0.20

(7)
2 unconnected molecules or ions with the total composition C4H6Br2N3O in a non-equilibrium geometry. Source: the Open Molecules 2025 dataset; level of theory: ωB97M-V/def2-TZVPD.

- LUMO energy (eV) = -4.21
- orbital gap (Eh) = 0.3276
- F_max (eV Å⁻¹) = 4.03
- charge = +1
- ΔE to the lowest compared entry with this formula, charge and spin (kcal/mol) = 7.36
- E (eV) = -150838.991

Element x y z (Å)
1 H 1.72 -0.02 -1.06
2 H -3.37 -0.10 0.53
3 N -1.42 -0.26 0.17
4 H -3.22 2.26 1.04
5 Br -1.62 -2.02 -0.59
6 C 1.19 2.22 0.67
7 N 0.01 1.93 0.86
8 O 2.33 2.42 0.47
9 H 1.61 -0.63 0.60
10 Br -1.15 4.28 1.72
11 C -1.21 2.50 1.04
12 H 1.11 -1.56 -0.45
13 N 1.14 -0.55 -0.29
14 H 0.26 0.01 -0.23
15 C -2.27 1.75 1.00
16 C -2.40 0.45 0.41

(8)
2 unconnected molecules or ions with the total composition C4H8O3. Source: the Open Molecules 2025 dataset; level of theory: ωB97M-V/def2-TZVPD.

- LUMO energy (eV) = 0.88
- orbital gap (Eh) = 0.3515
- F_max (eV Å⁻¹) = 0.99
- SMILES string = O/C=C\O.CC=O
- charge = 0
- ΔE to the lowest compared entry with this formula, charge and spin (kcal/mol) = 53.21
- E (eV) = -10418.696

Element x y z (Å)
1 H 0.46 1.88 -1.16
2 C 0.89 1.73 -0.17
3 O -1.49 -0.88 -1.15
4 C -0.18 -1.23 -0.99
5 O -0.58 -1.92 1.24
6 H 0.32 0.82 1.77
7 H 1.83 1.17 -0.25
8 H -1.61 -0.01 -0.65
9 H 1.14 2.71 0.26
10 H -1.47 -1.71 0.90
11 H 0.50 -1.09 -1.83
12 C 0.25 -1.68 0.20
13 H 1.28 -1.95 0.41
14 O -1.27 0.95 0.57
15 C -0.07 1.05 0.76

> What is the formula in the third record?

C10H27NS5SbSi4TcTe

> Among the records above, which one has the lowest F_max?

C10H27NS5SbSi4TcTe